# C18H26N2O2

The molecule C18H26N2O2 (the ωB97M-V functional and the def2-TZVPD basis, the Open Molecules 2025 dataset).

```
48
Properties=species:S:1:pos:R:3:lowdin_charge:R:1
C 4.549 -2.484 4.476 0.00
C 3.573 -1.728 4.011 -0.17
C 3.629 -0.983 2.713 -0.18
N 2.472 -1.275 1.889 0.08
C 1.571 -0.331 1.549 -0.44
O 1.707 0.835 1.870 0.06
C 0.347 -0.793 0.750 -0.33
C -0.846 -0.788 1.719 -0.07
C -2.130 -1.107 0.954 -0.28
C -2.012 -2.484 0.305 -0.11
C -0.828 -2.485 -0.660 -0.28
C -1.049 -1.436 -1.744 -0.08
C -1.177 -0.047 -1.106 -0.34
C -1.531 0.941 -2.224 -0.44
O -2.445 0.711 -2.993 0.06
N -0.787 2.063 -2.308 0.08
C -1.067 3.105 -3.275 -0.18
C -1.473 4.379 -2.602 -0.17
C -0.926 5.555 -2.845 0.00
C -2.358 -0.051 -0.124 -0.07
C 0.106 0.263 -0.342 -0.06
C 0.460 -2.178 0.111 -0.10
H 4.475 -2.996 5.420 0.05
H 5.474 -2.610 3.936 0.05
H 2.651 -1.608 4.564 0.10
H 3.599 0.097 2.897 0.12
H 4.546 -1.229 2.168 0.12
H 2.326 -2.238 1.638 0.13
H -0.920 0.192 2.193 0.13
H -0.684 -1.531 2.505 0.13
H -2.975 -1.100 1.652 0.14
H -2.930 -2.718 -0.238 0.12
H -1.872 -3.249 1.073 0.12
H -0.736 -3.473 -1.126 0.14
H -1.957 -1.654 -2.308 0.13
H -0.211 -1.439 -2.446 0.13
H -0.065 2.251 -1.633 0.13
H -1.891 2.727 -3.891 0.12
H -0.190 3.268 -3.911 0.12
H -2.267 4.276 -1.875 0.10
H -1.253 6.452 -2.347 0.05
H -0.135 5.673 -3.568 0.05
H -3.278 -0.261 -0.674 0.13
H -2.457 0.936 0.334 0.14
H 0.964 0.268 -1.022 0.14
H 0.050 1.233 0.158 0.13
H 1.314 -2.212 -0.570 0.13
H 0.590 -2.948 0.876 0.12
```

Results
**E_tot**: -26164.2591 eV
**HOMO-LUMO gap**: 10.0 eV

***

# C18H26N2O2

The molecule C18H26N2O2 (the ωB97M-V functional and the def2-TZVPD basis, the Open Molecules 2025 dataset).

```
48
Properties=species:S:1:pos:R:3:lowdin_charge:R:1
C -4.091 -3.304 -0.875 -0.12
C -3.914 -2.024 -0.069 -0.27
C -2.455 -1.801 0.318 -0.20
C -2.256 -0.487 1.073 -0.21
N -2.778 0.666 0.356 -0.21
C -2.990 1.787 1.241 -0.10
C -2.054 1.009 -0.862 -0.14
C -0.605 1.410 -0.680 -0.07
C -0.186 2.678 -0.417 -0.23
C -1.046 3.906 -0.405 -0.02
N 1.131 2.945 -0.170 0.11
C 2.099 1.978 -0.139 -0.19
C 3.424 2.278 0.189 -0.01
C 4.371 1.285 0.200 0.01
C 4.034 -0.041 -0.120 -0.26
O 5.070 -0.921 -0.090 -0.05
C 4.826 -2.293 -0.338 -0.24
C 4.202 -3.006 0.858 -0.06
C 2.725 -0.338 -0.450 0.06
C 1.751 0.663 -0.461 -0.06
C 0.367 0.328 -0.823 -0.33
O 0.072 -0.787 -1.243 0.04
H -5.133 -3.446 -1.151 0.06
H -3.768 -4.168 -0.297 0.07
H -3.496 -3.263 -1.785 0.07
H -4.524 -2.074 0.836 0.11
H -4.258 -1.169 -0.651 0.10
H -2.118 -2.614 0.966 0.12
H -1.825 -1.814 -0.570 0.08
H -1.186 -0.368 1.320 0.12
H -2.807 -0.545 2.017 0.12
H -2.067 2.152 1.720 0.08
H -3.684 1.487 2.026 0.08
H -3.446 2.604 0.683 0.08
H -2.062 0.123 -1.500 0.12
H -2.624 1.795 -1.364 0.12
H -2.010 3.720 -0.864 0.07
H -0.550 4.705 -0.957 0.09
H -1.212 4.253 0.615 0.09
H 1.405 3.900 0.012 0.15
H 3.697 3.295 0.434 0.11
H 5.397 1.500 0.451 0.12
H 5.817 -2.709 -0.542 0.12
H 4.206 -2.418 -1.233 0.12
H 3.220 -2.598 1.085 0.07
H 4.836 -2.886 1.733 0.08
H 4.100 -4.065 0.638 0.08
H 2.394 -1.329 -0.716 0.12
```

Results
**E_tot**: -26163.4621 eV
**HOMO-LUMO gap**: 8.4 eV

***

# C18H26N2O4

The molecule C18H26N2O4 (the ωB97M-V functional and the def2-TZVPD basis, the Open Molecules 2025 dataset).

```
50
Properties=species:S:1:pos:R:3:lowdin_charge:R:1
C -7.839 -2.256 0.225 -0.11
C -7.275 -1.196 -0.713 -0.27
C -6.299 -0.270 0.009 -0.19
C -5.749 0.807 -0.928 -0.20
O -4.877 1.706 -0.272 -0.04
C -3.605 1.340 0.013 -0.26
C -2.996 0.145 -0.364 -0.01
C -1.680 -0.105 -0.021 -0.02
C -0.939 0.823 0.701 -0.14
C 0.480 0.624 1.086 -0.44
O 1.248 1.562 1.257 0.05
N 0.872 -0.658 1.265 0.09
C 2.212 -1.010 1.683 -0.07
C 3.213 -1.020 0.516 -0.47
O 3.770 -2.034 0.145 0.05
N 3.358 0.187 -0.052 0.08
C 4.377 0.444 -1.035 -0.11
C 5.610 1.116 -0.388 -0.33
C 6.826 1.055 -1.322 -0.13
C 7.443 -0.308 -0.978 -0.14
C 6.812 -0.667 0.383 -0.18
O 6.017 0.439 0.778 -0.10
C -1.545 2.030 1.054 -0.01
C -2.855 2.283 0.725 0.01
H -7.039 -2.868 0.635 0.07
H -8.371 -1.790 1.051 0.07
H -8.530 -2.906 -0.306 0.07
H -6.764 -1.683 -1.547 0.11
H -8.093 -0.604 -1.128 0.11
H -5.474 -0.854 0.422 0.11
H -6.803 0.222 0.843 0.12
H -5.259 0.353 -1.799 0.12
H -6.568 1.436 -1.288 0.13
H -3.532 -0.598 -0.934 0.11
H -1.231 -1.029 -0.359 0.11
H 0.230 -1.408 1.073 0.13
H 2.551 -0.268 2.413 0.13
H 2.197 -1.999 2.142 0.13
H 2.901 0.980 0.389 0.11
H 4.662 -0.522 -1.459 0.13
H 3.980 1.089 -1.823 0.13
H 5.347 2.133 -0.081 0.15
H 7.516 1.862 -1.076 0.11
H 6.542 1.140 -2.368 0.11
H 7.187 -1.056 -1.726 0.11
H 8.527 -0.249 -0.912 0.10
H 7.554 -0.820 1.169 0.12
H 6.187 -1.565 0.307 0.10
H -0.961 2.759 1.595 0.12
H -3.332 3.210 1.001 0.12
```

Results
**E_tot**: -30259.0622 eV
**HOMO-LUMO gap**: 9.4 eV

***

# C18H26N2O4S

A structure of composition C18H26N2O4S in a non-equilibrium geometry (the ωB97M-V functional and the def2-TZVPD basis, the Open Molecules 2025 dataset).

```
51
Properties=species:S:1:pos:R:3:lowdin_charge:R:1
C -1.906 -3.521 0.298 0.00
C -0.646 -2.663 -0.177 -0.18
C 0.429 -3.074 -0.926 -0.08
C 1.398 -2.394 -1.277 -0.23
C 1.375 -1.219 -1.001 -0.22
C 0.251 -0.596 -0.068 0.12
C -0.875 -1.431 0.362 -0.14
C -1.915 -0.711 0.916 -0.58
O -1.881 -0.750 2.159 0.06
N -2.896 -0.241 0.361 0.01
C -3.062 0.076 -1.054 -0.25
H -4.162 -0.043 -1.463 0.19
C -2.298 0.942 -1.757 -0.13
H -1.282 1.264 -1.220 0.16
H -2.260 0.991 -2.855 0.13
C -3.124 2.395 -1.209 -0.20
C -3.329 2.469 0.201 -0.23
C -4.538 1.677 0.721 -0.23
C -3.921 0.474 1.080 -0.22
H -3.682 0.498 2.285 0.19
H -4.915 -0.342 1.056 0.19
H -5.142 2.310 1.623 0.19
H -5.233 1.719 -0.110 0.10
H -3.721 3.723 0.466 0.20
H -2.471 2.625 0.504 0.02
H -3.907 2.485 -1.908 0.08
H -2.421 3.068 -1.687 0.10
H -2.483 -0.847 -1.528 0.16
H 0.287 0.484 0.308 0.14
S 2.737 0.008 -1.182 0.74
O 3.697 -0.565 -2.064 -0.31
O 2.143 1.232 -1.939 -0.36
N 3.291 0.449 0.315 -0.24
C 3.905 1.567 0.396 -0.36
H 3.605 2.087 1.374 0.16
C 5.481 1.720 0.389 0.09
H 5.727 1.056 -0.781 0.21
O 5.920 0.739 1.687 -0.09
C 4.951 -0.144 1.952 -0.39
H 5.424 -0.891 2.454 0.11
C 4.090 -0.778 1.027 -0.05
H 3.160 -1.334 1.545 0.18
H 4.476 -1.256 0.106 0.12
H 4.342 0.145 2.769 0.13
H 5.848 2.541 0.356 -0.02
H 3.727 2.257 -0.412 0.12
H 2.257 -2.848 -1.780 0.16
H 0.394 -4.351 -1.153 0.21
H -1.710 -4.476 -0.078 0.03
H -2.315 -3.322 1.319 0.10
H -2.822 -3.200 -0.401 0.12
```

Results
**E_tot**: -41074.6468 eV
**HOMO-LUMO gap**: 9.0 eV

***

# C18H26N2O7

The molecule C18H26N2O7 (the ωB97M-V functional and the def2-TZVPD basis, the Open Molecules 2025 dataset).

```
53
Properties=species:S:1:pos:R:3:lowdin_charge:R:1
C -4.369 -1.200 1.102 -0.07
C -3.871 -2.181 0.044 -0.22
N -2.427 -2.236 0.019 0.08
C -1.742 -3.206 0.633 -0.48
O -2.240 -4.173 1.174 0.05
C -0.214 -3.048 0.599 -0.05
O 0.230 -1.885 -0.082 0.01
C 0.565 -0.824 0.644 -0.45
O 0.537 -0.774 1.847 0.15
C 0.999 0.344 -0.246 -0.09
C 2.459 0.637 0.036 -0.02
C 3.433 -0.308 -0.522 -0.42
O 4.640 -0.245 -0.416 0.09
O 2.819 -1.289 -1.203 -0.01
C 3.644 -2.311 -1.754 -0.20
C 3.988 -3.367 -0.712 -0.05
C 2.800 1.666 0.842 -0.20
C 4.175 2.025 1.294 0.01
N 1.828 2.521 1.310 0.12
C 0.531 2.523 0.878 -0.20
C -0.291 3.678 1.346 0.01
C 0.102 1.526 0.067 -0.03
C -1.238 1.398 -0.486 -0.41
O -1.634 0.379 -1.024 0.09
O -2.013 2.490 -0.362 -0.02
C -3.315 2.422 -0.942 -0.21
C -3.279 2.721 -2.434 -0.06
H -4.060 -1.533 2.090 0.08
H -3.953 -0.211 0.926 0.05
H -5.454 -1.136 1.076 0.07
H -4.222 -1.882 -0.947 0.12
H -4.229 -3.188 0.270 0.11
H -1.945 -1.444 -0.393 0.10
H 0.143 -3.037 1.635 0.14
H 0.210 -3.911 0.079 0.14
H 0.858 0.028 -1.283 0.16
H 4.560 -1.858 -2.149 0.12
H 3.056 -2.739 -2.568 0.13
H 4.554 -4.169 -1.176 0.08
H 3.078 -3.776 -0.280 0.07
H 4.586 -2.924 0.080 0.08
H 4.217 2.008 2.383 0.10
H 4.900 1.323 0.897 0.07
H 4.430 3.029 0.956 0.09
H 2.123 3.252 1.941 0.15
H -1.230 3.330 1.767 0.09
H -0.534 4.331 0.510 0.10
H 0.244 4.252 2.099 0.08
H -3.902 3.170 -0.404 0.13
H -3.735 1.426 -0.771 0.11
H -2.698 1.960 -2.949 0.08
H -4.290 2.721 -2.830 0.08
H -2.825 3.693 -2.613 0.08
```

Results
**E_tot**: -36402.4260 eV
**HOMO-LUMO gap**: 8.6 eV

***

# C18H26N4O2S

A cluster of 2 separate species, C18H26N4O2S in total in a non-equilibrium geometry (the ωB97M-V functional and the def2-TZVPD basis, the Open Molecules 2025 dataset).

```
51
Properties=species:S:1:pos:R:3:lowdin_charge:R:1
C 5.099 -0.407 1.042 -0.06
N 3.818 0.290 1.075 -0.05
C 2.680 -0.523 0.910 -0.35
O 2.827 -1.740 0.731 0.06
C 1.375 0.123 0.982 -0.03
C 0.254 -0.666 0.971 0.06
C -1.109 -0.175 0.935 -0.22
C -1.521 0.805 0.005 -0.03
C -2.796 1.328 0.049 0.01
C -3.710 0.898 1.040 -0.24
N -4.988 1.464 1.116 -0.26
C -6.073 1.018 0.268 -0.08
C -5.283 2.643 1.905 -0.08
C -3.314 -0.117 1.944 0.00
C -2.055 -0.673 1.859 -0.02
C 1.346 1.566 1.246 -0.33
O 0.348 2.184 1.623 0.09
N 2.559 2.258 1.035 -0.05
C 2.551 3.722 1.149 -0.08
C 3.818 1.677 1.057 -0.68
S 5.195 2.633 1.083 0.73
H 5.871 0.365 1.093 0.01
H 5.189 -1.076 1.904 0.10
H 5.201 -0.979 0.114 0.10
H 0.408 -1.744 1.086 0.14
H -0.814 1.145 -0.756 0.13
H -3.106 2.102 -0.654 0.12
H -5.757 0.162 -0.338 0.09
H -6.934 0.722 0.887 0.08
H -6.399 1.833 -0.398 0.08
H -4.398 2.962 2.469 0.09
H -5.611 3.468 1.253 0.08
H -6.101 2.430 2.610 0.08
H -4.024 -0.448 2.702 0.12
H -1.745 -1.471 2.535 0.12
H 1.530 4.093 1.163 0.09
H 3.084 4.013 2.063 0.08
H 3.121 4.124 0.305 0.07
C 2.638 -4.240 -3.788 -0.12
C 1.340 -3.454 -3.628 -0.27
C 1.404 -2.404 -2.509 -0.32
N 0.155 -1.665 -2.396 0.00
H 2.537 -4.980 -4.588 0.07
H 3.473 -3.579 -4.048 0.07
H 2.898 -4.776 -2.868 0.07
H 1.104 -2.931 -4.564 0.11
H 0.512 -4.144 -3.422 0.10
H 1.704 -2.868 -1.548 0.10
H 2.181 -1.666 -2.764 0.11
H -0.640 -2.295 -2.314 0.07
H 0.158 -1.008 -1.624 0.03
```

Results
**E_tot**: -39978.1629 eV
**HOMO-LUMO gap**: 7.0 eV